This record from the Open Molecules 2025 dataset describes a 2-piece molecular cluster, CH2NO2S overall in a non-equilibrium geometry. The level of theory is ωB97M-V/def2-TZVPD.

As for the HOMO energy (spin up / spin down): -2.242 / -2.252 eV. The spin multiplicity is 1. The calculation puts the relative energy (zero: lowest compared OMol25 entry of this formula, charge and spin) at 64.5 kcal per mole. The charge is -1.

Positions of all 7 atoms, in Å:
C  0.7593  -0.2601  0.3078
N  0.1638  0.7073  0.7686
O  3.5532  1.1697  -0.5695
O  3.7827  -1.2312  -0.1730
S  3.4037  0.0701  0.4142
H  0.3118  -1.1033  -0.3434
H  -0.7350  0.7062  0.4894

Here are the Mulliken charges for atoms 1 to 2, given in e: atom 1 (C): -0.23, atom 2 (N): -0.53

***

This record from the Open Molecules 2025 dataset describes a 2-piece molecular cluster, CH2NO2S overall. The level of theory is ωB97M-V/def2-TZVPD.

As for the HOMO energy (spin up / spin down): -4.373 / -4.372 eV. The spin multiplicity is 1. The calculation puts the relative energy (zero: lowest compared OMol25 entry of this formula, charge and spin) at 136.1 kcal per mole. The charge is -1.

Positions of all 7 atoms, in Å:
C  -0.0375  -0.5793  -2.2563
N  1.1901  0.0662  0.3754
O  0.5931  1.0915  2.6433
O  -1.0449  -0.4310  1.5815
S  0.2616  0.2407  1.4918
H  -0.8347  -0.9135  -1.5661
H  -0.1278  0.5254  -2.2696

Here are the Mulliken charges for atoms 1 to 2, given in e: atom 1 (C): -0.31, atom 2 (N): -0.49

***

This record from the Open Molecules 2025 dataset describes a 2-piece molecular cluster, CH2NO3P overall in a non-equilibrium geometry. The level of theory is ωB97M-V/def2-TZVPD.

As for the HOMO energy (spin up / spin down): 1.446 / 1.448 eV. The spin multiplicity is 1. The calculation puts the relative energy (zero: lowest compared OMol25 entry of this formula, charge and spin) at 96.1 kcal per mole. The charge is -2.

Positions of all 8 atoms, in Å:
C  0.6934  -0.1968  0.1861
N  1.2870  0.6558  -0.3304
O  -1.7645  -1.6279  0.3462
O  -1.6848  0.7808  1.0665
O  -1.4304  0.2867  -1.3773
P  -1.3174  -0.2250  0.0040
H  2.8299  -0.8143  1.3731
H  1.3869  1.1408  -1.2682

Here are the Mulliken charges for atoms 1 to 2, given in e: atom 1 (C): -1.21, atom 2 (N): -0.04

***

This record from the Open Molecules 2025 dataset describes a 2-piece molecular cluster, CH2NO3PS overall in a non-equilibrium geometry. The level of theory is ωB97M-V/def2-TZVPD.

As for the HOMO energy (spin up / spin down): -0.784 / 1.697 eV. The spin multiplicity is 1. The calculation puts the relative energy (zero: lowest compared OMol25 entry of this formula, charge and spin) at 151.2 kcal per mole. The charge is -2.

Positions of all 9 atoms, in Å:
C  0.1170  -0.1199  -0.5692
N  1.0375  -2.2908  1.9377
O  -2.0062  1.1290  -1.0336
O  0.2674  1.8248  -1.9377
O  -0.4041  2.4839  0.3706
P  -0.6165  1.6219  -0.7844
S  -0.0226  -1.3684  -1.4651
H  0.7964  -1.9746  1.0017
H  0.8311  -1.3059  2.4799

Here are the Mulliken charges for atoms 1 to 2, given in e: atom 1 (C): -0.03, atom 2 (N): -0.75

***

This record from the Open Molecules 2025 dataset describes a 2-piece molecular cluster, CH2NO3PS overall in a non-equilibrium geometry. The level of theory is ωB97M-V/def2-TZVPD.

As for the HOMO energy: -8.812 eV. The spin multiplicity is 1. The SMILES is O=P(=O)O.N=C=S. The calculation puts the relative energy (zero: lowest compared OMol25 entry of this formula, charge and spin) at 68.6 kcal per mole.

Positions of all 9 atoms, in Å:
O  1.3484  -0.4101  0.3772
P  0.8698  0.8597  -0.2081
O  -0.3273  1.6108  0.1268
O  2.1357  1.8871  -0.2255
H  3.0188  1.5898  -0.3483
N  -1.4118  -1.9417  0.4837
C  -1.7982  -0.9021  0.0926
S  -2.7003  0.2860  -0.2184
H  -1.1351  -2.9795  -0.0800

Here are the Mulliken charges for atoms 1 to 2, given in e: atom 1 (O): -0.44, atom 2 (P): 0.92

***

This record from the Open Molecules 2025 dataset describes CH2NO3PS as an isolated structure in a non-equilibrium geometry. The level of theory is ωB97M-V/def2-TZVPD.

As for the HOMO energy: -9.927 eV. The spin multiplicity is 1. The calculation puts the relative energy (zero: lowest compared OMol25 entry of this formula, charge and spin) at 40.4 kcal per mole.

Positions of all 9 atoms, in Å:
C  -0.2426  2.0667  0.9134
N  -1.2672  2.3432  1.3593
O  -0.4364  -0.9572  1.0171
O  0.0054  -1.7003  -1.2431
O  0.6965  0.5017  -0.7748
P  0.8370  -1.0369  -0.0743
S  1.1984  1.6482  0.2562
H  -1.0940  -0.5457  0.4348
H  0.3030  -2.3197  -1.8887

Here are the Mulliken charges for atoms 1 to 2, given in e: atom 1 (C): 0.43, atom 2 (N): -0.36

***

This record from the Open Molecules 2025 dataset describes an isolated ion of composition CH2NO3S and charge -1 in a non-equilibrium geometry. The level of theory is ωB97M-V/def2-TZVPD.

As for the HOMO energy: -3.412 eV. The spin multiplicity is 1. The calculation puts the relative energy (zero: lowest compared OMol25 entry of this formula, charge and spin) at 92.3 kcal per mole. The charge is -1.

Positions of all 8 atoms, in Å:
C  -0.1965  0.3045  -0.0834
N  -1.4976  1.1267  0.5557
O  -3.5083  -0.4657  1.0082
O  -2.4151  -0.8408  -1.1165
O  -0.6080  1.5602  -0.5053
S  -3.0706  0.1551  -0.2290
H  0.7143  0.0700  0.5813
H  -0.5255  -0.4561  -0.7565

Here are the Mulliken charges for atoms 1 to 2, given in e: atom 1 (C): -0.07, atom 2 (N): -0.38

***

This record from the Open Molecules 2025 dataset describes a 2-piece molecular cluster, CH2NO3S overall in a non-equilibrium geometry. The level of theory is ωB97M-V/def2-TZVPD.

As for the HOMO energy: -3.206 eV. The spin multiplicity is 1. The calculation puts the relative energy (zero: lowest compared OMol25 entry of this formula, charge and spin) at 107.0 kcal per mole. The charge is -1.

Positions of all 8 atoms, in Å:
C  0.5443  1.3926  0.1665
N  1.4392  -0.2035  -2.1907
O  2.1196  -1.1849  -2.4565
O  0.9513  0.5287  -3.0689
O  -0.3538  1.8596  2.7226
S  0.5393  1.0001  1.8271
H  0.0494  1.9680  -0.5197
H  1.1652  0.6927  -0.3836

Here are the Mulliken charges for atoms 1 to 2, given in e: atom 1 (C): -0.42, atom 2 (N): -0.04

***

This record from the Open Molecules 2025 dataset describes a 3-piece molecular cluster, CH2NO4 overall in a non-equilibrium geometry. The level of theory is ωB97M-V/def2-TZVPD.

As for the HOMO energy: -14.760 eV. The spin multiplicity is 1. The calculation puts the relative energy (zero: lowest compared OMol25 entry of this formula, charge and spin) at 32.8 kcal per mole. The charge is +1.

Positions of all 8 atoms, in Å:
C  0.5340  -1.1536  0.3856
N  -2.0425  0.5277  0.0129
O  -2.5642  -0.1147  -0.7217
O  -1.6505  1.3698  0.6126
O  1.7955  0.3118  -0.1864
O  -0.5773  -0.9224  0.2045
H  2.4732  0.2379  0.5907
H  2.0317  -0.2565  -0.8983

Here are the Mulliken charges for atoms 1 to 2, given in e: atom 1 (C): 0.08, atom 2 (N): 1.38

***

This record from the Open Molecules 2025 dataset describes an isolated ion of composition CH2NO4P and charge -2 in a non-equilibrium geometry. The level of theory is ωB97M-V/def2-TZVPD.

As for the HOMO energy: 0.517 eV. The spin multiplicity is 1. The SMILES is NC(=O)P(=O)([O-])[O-]. The calculation puts the relative energy (zero: lowest compared OMol25 entry of this formula, charge and spin) at 28.6 kcal per mole. The charge is -2.

Positions of all 9 atoms, in Å:
N  0.3757  -1.1236  -0.7749
C  0.4511  0.2383  -0.8705
O  0.6790  0.7850  -1.9511
P  -0.2931  0.7650  1.0382
O  -0.3880  2.2668  1.1731
O  -1.6197  0.0200  0.9556
O  0.7432  0.0856  1.9199
H  0.1333  -1.6853  -1.5902
H  -0.0817  -1.3519  0.0998

Here are the Mulliken charges for atoms 1 to 2, given in e: atom 1 (N): -0.46, atom 2 (C): 0.13

***

This record from the Open Molecules 2025 dataset describes a 2-piece molecular cluster, CH2NOS3 overall in a non-equilibrium geometry. The level of theory is ωB97M-V/def2-TZVPD.

As for the HOMO energy: -2.233 eV. The spin multiplicity is 1. The calculation puts the relative energy (zero: lowest compared OMol25 entry of this formula, charge and spin) at 23.5 kcal per mole. The charge is -1.

Positions of all 8 atoms, in Å:
C  -3.1645  0.1009  0.6398
N  0.2651  -0.1027  0.0721
O  -2.5940  0.1655  1.6885
S  -3.9787  -0.1870  -0.6627
S  -0.1978  3.0704  -0.1582
S  -0.8090  1.2684  -0.6510
H  0.4263  0.2088  1.1187
H  1.1504  0.0103  -0.2475

Here are the Mulliken charges for atoms 1 to 2, given in e: atom 1 (C): 0.65, atom 2 (N): -0.64

***

This record from the Open Molecules 2025 dataset describes CH2NP as an isolated structure in a non-equilibrium geometry. The level of theory is ωB97M-V/def2-TZVPD.

As for the HOMO energy: -9.523 eV. The spin multiplicity is 1. The calculation puts the relative energy (zero: lowest compared OMol25 entry of this formula, charge and spin) at 63.8 kcal per mole.

Positions of all 5 atoms, in Å:
C  0.4450  -0.2632  -0.4485
N  -0.3937  -1.0784  0.1015
P  -1.0795  0.5884  0.1507
H  0.0631  1.1037  1.4724
H  0.9651  -0.3504  -1.2760

Here are the Mulliken charges for atoms 1 to 2, given in e: atom 1 (C): -0.04, atom 2 (N): -0.31